No. 1
66
Properties=species:S:1:pos:R:3 method="wB97M-V/def2-TZVPD" multiplicity=6 charge=-2 gap_ev="5.74 / 6.21" s2=8.756 e_homo_ev="-1.59 / -2.05"
Mn 0.11953 -0.20371 0.84457
C -0.79653 -2.41434 2.89041
N 0.34626 -2.14409 2.03876
C 0.47471 -3.05430 0.89636
C -0.77392 -3.06863 0.03664
N -1.17735 -1.70025 -0.27302
C -2.09160 -1.50810 -1.21422
C -2.50534 -0.18003 -1.54114
F -1.98297 0.85503 -0.84955
C -3.41219 0.14228 -2.51910
F -3.70603 1.43963 -2.75539
C -4.02990 -0.83458 -3.28273
F -4.90698 -0.51552 -4.26554
C -3.71208 -2.14418 -2.98799
F -4.31321 -3.13568 -3.67617
C -2.80716 -2.46910 -1.99511
F -2.65576 -3.80368 -1.78269
C 1.60551 -2.01576 2.76737
C 1.73231 -0.65589 3.42210
N 1.50159 0.37040 2.42759
C 1.78608 1.62985 2.73410
C 1.59325 2.63389 1.75042
F 1.12924 2.22152 0.54072
C 1.82144 3.97437 1.91283
F 1.60249 4.81974 0.88341
C 2.28049 4.46479 3.12299
F 2.53790 5.78291 3.29931
C 2.48023 3.54542 4.13552
F 2.90766 3.98488 5.33670
C 2.24404 2.19688 3.96089
F 2.43149 1.42650 5.06213
H -0.80081 -3.46002 3.24095
H -1.72220 -2.20502 2.35535
H -0.76752 -1.74901 3.75216
H 0.71654 -4.04974 1.30625
H 1.33541 -2.72171 0.30778
H -1.57835 -3.59232 0.57149
H -0.53928 -3.67279 -0.84504
H 2.41729 -2.13828 2.04651
H 1.70404 -2.81048 3.52458
H 2.73857 -0.60661 3.85129
H 1.02146 -0.56717 4.25584
C -0.46585 0.12066 -4.75229
N -0.58972 1.20216 -3.81067
C -1.12016 2.49159 -4.20853
C -1.08171 3.24944 -2.88410
N 0.02898 2.58395 -2.22241
C 0.17015 1.31557 -2.68711
S 1.07050 0.09763 -2.00062
H -1.42493 -0.03320 -5.25033
H -0.19688 -0.78215 -4.20703
H 0.30627 0.32508 -5.50389
H -2.13014 2.38882 -4.60331
H -0.47975 2.96341 -4.96784
H -2.01576 3.10462 -2.33117
H -0.89519 4.31509 -3.00992
H 0.26885 2.76464 -1.26008
O 5.01907 -2.56900 -1.31863
Cl 4.31811 -2.51102 -0.05955
O 3.63941 -3.76916 0.17851
O 5.25818 -2.26788 1.00928
O 3.33376 -1.45277 -0.09161
Cl -1.51481 1.09400 3.68228
C -1.58944 0.88337 1.83884
H -1.55055 1.91048 1.45357
H -2.60676 0.50758 1.71927

No. 2
108
Properties=species:S:1:pos:R:3 method="wB97M-V/def2-TZVPD" multiplicity=4 charge=-1 gap_ev="6.14 / 6.29" s2=3.794 e_homo_ev="-4.02 / -4.17"
Cr -6.49059 -8.27802 17.80800
Se -6.44647 -5.70736 17.12937
Se -6.27303 -8.93733 15.25243
C -5.99246 -10.39804 16.31196
C -5.30054 -11.57418 16.08551
C -4.99707 -12.46728 17.16135
C -5.59312 -12.28867 18.39353
C -6.30243 -11.13899 18.58245
N -6.51781 -10.24890 17.57167
C -8.17823 -6.30269 17.01172
C -9.27557 -5.45614 16.67263
C -10.52109 -5.98728 16.48631
C -10.71357 -7.41989 16.57523
C -9.63339 -8.13606 17.01420
N -8.44552 -7.63469 17.22333
H -4.73909 -11.70121 15.14510
H -4.27146 -13.27643 17.09373
H -5.34029 -12.96018 19.23902
H -6.67938 -10.85152 19.53976
H -9.15067 -4.42940 16.52575
H -11.32718 -5.31335 16.19740
H -11.66022 -7.97391 16.31393
H -9.62788 -9.27950 17.09738
N -9.47354 -12.33328 19.44236
C -9.09783 -13.28411 20.37892
O -8.56376 -12.92121 21.47144
C -9.35575 -14.75135 20.03241
C -8.05930 -15.46621 19.59123
H -9.23872 -11.35821 19.46258
H -9.58617 -12.76888 18.52743
H -10.13426 -14.91212 19.30535
H -9.62162 -15.14947 21.02679
H -7.67465 -14.94597 18.69110
H -8.33032 -16.48572 19.32538
C 0.79918 -11.52154 20.58449
C 0.03582 -12.83081 20.67713
O -0.23504 -13.44544 19.71870
S -0.39277 -13.35727 22.35638
C -1.97544 -14.11328 22.08274
C -3.03088 -13.68778 22.86997
C -4.31259 -14.20272 22.58411
C -4.47696 -15.09453 21.59398
C -3.48314 -15.57473 20.78068
C -2.12557 -15.11325 21.11159
C -5.89083 -15.41629 21.09264
C -6.87829 -15.51084 20.49528
H 1.41413 -11.40303 21.41600
H -0.02923 -10.66290 20.60217
H 1.19782 -11.57836 19.56651
H -3.01965 -12.97405 23.70491
H -5.21450 -13.81305 23.10555
H -3.46991 -16.32167 20.01387
H -1.31718 -15.42971 20.51171
C -2.52893 -7.88966 14.87767
Si -2.57312 -7.18117 16.67780
C -0.82289 -7.30052 17.39905
C -3.07983 -5.42195 16.54763
Se -3.96087 -8.22812 18.19110
H -2.20395 -8.93961 14.93118
H -1.83319 -7.23853 14.28608
H -3.50977 -7.90538 14.29512
H -0.00581 -7.27537 16.62952
H -0.74778 -8.15142 18.12265
H -0.78445 -6.41096 17.96314
H -2.90969 -4.78211 17.42924
H -4.10366 -5.34232 16.24680
H -2.46901 -4.96868 15.75292
C -5.13637 -5.43067 20.25059
C -5.45210 -6.31212 21.49152
C -4.14055 -7.11684 21.74752
C -5.45401 -5.37356 22.70049
P -6.91827 -7.39137 21.06582
N -6.91941 -7.98471 19.58790
C -6.94016 -8.78687 22.30452
C -8.30816 -9.53442 22.27522
C -5.83571 -9.83040 21.84446
C -6.69746 -8.39106 23.83656
C -8.46244 -6.28651 21.36295
C -9.65214 -6.98724 20.76049
C -8.77580 -5.86036 22.81459
C -8.33704 -4.93043 20.60131
H -4.20772 -4.95509 20.45314
H -5.91243 -4.63542 20.07981
H -4.98907 -6.02150 19.40272
H -3.36599 -6.33077 21.70740
H -3.83869 -7.84063 20.98662
H -4.00033 -7.57542 22.68572
H -4.56860 -4.73325 22.67612
H -5.39346 -5.89181 23.67654
H -6.28227 -4.66689 22.59101
H -8.71386 -9.70711 21.25917
H -9.09232 -9.07165 22.89921
H -8.15484 -10.45632 22.72717
H -5.35342 -9.41380 20.97488
H -6.27164 -10.80322 21.62723
H -4.99767 -9.97593 22.56665
H -7.33918 -7.55774 24.04320
H -5.60909 -8.27973 24.07062
H -7.09217 -9.21719 24.46280
H -9.87883 -7.82269 21.32892
H -9.50630 -7.24824 19.68727
H -10.60716 -6.40420 20.80592
H -9.00410 -6.66575 23.53873
H -9.69225 -5.32481 22.78958
H -8.03084 -5.22959 23.21622
H -8.01284 -5.11124 19.56761
H -7.69090 -4.14309 21.07198
H -9.32534 -4.51305 20.56812

No. 3
81
Properties=species:S:1:pos:R:3 method="wB97M-V/def2-TZVPD" multiplicity=3 gap_ev="7.54 / 6.34" s2=2.007 e_homo_ev="-9.07 / -9.07"
Ni -0.89217 2.04845 1.50448
O 0.95963 1.00129 1.44524
C 0.68042 -0.19195 0.61154
C -0.46986 0.01534 -0.49268
O -1.56132 0.86698 -0.22706
H 0.20432 -0.92107 1.26714
H 1.59744 -0.66391 0.25879
H -0.70004 -0.95740 -0.92727
H 0.08422 0.46350 -1.31745
C -1.59851 -1.30730 -4.53287
O -1.44748 -1.11718 -5.76493
N -2.37209 -0.65067 -3.65615
N -0.88772 -2.19348 -4.05738
H -2.86652 0.10863 -4.10235
H -2.24550 -0.75104 -2.65916
H -0.28300 -2.70753 -4.68201
H -0.97248 -2.63840 -3.15463
C -4.67095 -0.91618 0.41609
O -5.85885 -1.05352 0.67250
N -3.63081 -1.29941 1.15811
N -4.21603 -0.32681 -0.62215
H -3.85826 -2.03503 1.81174
H -2.69567 -0.91827 1.13976
H -4.90748 0.27253 -1.04968
H -3.25743 -0.09122 -0.40846
C 3.89721 3.20621 0.77730
O 4.98552 3.69715 0.35764
N 3.29708 2.28199 0.27627
N 3.19276 3.60610 1.78309
H 3.84667 1.87931 -0.46931
H 2.54706 1.79403 0.74473
H 3.63116 4.37926 2.26281
H 2.36763 3.05413 1.96912
C 2.08694 -4.02806 -1.17410
O 1.23485 -3.35952 -1.62522
N 2.33380 -5.28457 -1.38124
N 3.07302 -3.63529 -0.44135
H 3.21226 -5.52368 -0.94394
H 1.68978 -5.89232 -1.86702
H 3.59579 -4.35349 0.03929
H 3.18823 -2.70510 -0.06510
C -2.46549 4.34039 -2.38990
O -3.28073 4.69228 -1.57856
N -1.85560 5.12485 -3.28549
N -1.82871 3.19805 -2.40176
H -0.96250 4.88879 -3.69383
H -2.37006 5.97267 -3.47686
H -2.09492 2.47327 -1.75066
H -0.91259 3.15459 -2.82476
C 3.23297 0.10584 -2.92961
O 3.69687 1.20567 -2.86686
N 2.05593 -0.15247 -3.42847
N 3.75710 -0.96431 -2.49778
H 1.51621 0.61332 -3.80578
H 1.57224 -0.98914 -3.13500
H 4.73479 -0.85009 -2.27155
H 3.27143 -1.79986 -2.20438
C -4.15420 3.16561 1.41652
O -3.00325 2.86623 1.45678
N -4.68014 3.84840 2.34146
N -5.09035 2.65687 0.62654
H -4.20334 4.23790 3.14211
H -5.68857 3.81815 2.29401
H -4.64084 1.92422 0.09620
H -6.05346 2.91589 0.46710
C 1.78427 0.77463 4.87430
O 1.71104 1.03147 6.04586
N 1.20180 -0.22481 4.26310
N 2.40814 1.40215 3.93167
H 1.16197 -1.06094 4.82826
H 1.44884 -0.29813 3.28652
H 3.05947 2.16154 4.07022
H 2.06658 1.08434 3.03588
C 1.00731 -4.26771 3.22587
O -0.18337 -4.39540 3.13883
N 1.78905 -3.45665 2.48487
N 1.71247 -5.11378 3.88453
H 2.74542 -3.41164 2.80649
H 1.39940 -2.96423 1.69380
H 2.70477 -5.23279 3.73865
H 1.11641 -5.62763 4.51760

No. 4
39
Properties=species:S:1:pos:R:3 method="wB97M-V/def2-TZVPD" charge=-1 gap_ev=7.05 e_homo_ev=-4.43
Ir -0.95878 -0.07474 0.52674
S 0.46588 1.70770 0.10375
C -0.26310 2.42424 -1.31304
C -0.03226 3.74960 -1.65509
C -0.56908 4.29395 -2.81881
C -0.32517 5.67187 -3.13244
N -0.13417 6.78036 -3.37302
C -1.35077 3.49084 -3.66272
C -1.58599 2.16183 -3.32093
C -1.05889 1.62453 -2.15541
S -1.30163 -0.04969 -1.73446
C -1.92082 4.02101 -4.86684
N -2.37480 4.42856 -5.84196
H 0.57260 4.37156 -1.00785
H -2.19113 1.54507 -3.97291
C -3.65061 -1.02216 3.37380
C -2.59075 -0.69285 2.36673
O -1.74589 0.22482 2.58995
O -2.52396 -1.33905 1.28162
H -3.74662 -0.21769 4.09776
H -3.36172 -1.93775 3.89167
H -4.59622 -1.20751 2.86796
C 3.86799 -1.89821 2.59451
C 2.98507 -0.81559 2.78960
C 1.84404 -0.71256 2.04631
C 1.50159 -1.67671 1.05882
C 0.30438 -1.59320 0.26589
C 0.02196 -2.63497 -0.58041
C 0.88718 -3.73974 -0.72345
C 2.04991 -3.81279 -0.01725
C 2.37829 -2.78473 0.89895
C 3.56326 -2.85706 1.67465
H 4.77640 -1.96995 3.18025
H 3.21150 -0.06071 3.53213
H 1.17496 0.11710 2.22415
H -0.88786 -2.62739 -1.16760
H 0.61670 -4.53039 -1.41362
H 2.72519 -4.65316 -0.13094
H 4.22331 -3.70444 1.52351

No. 5
119
Properties=species:S:1:pos:R:3 method="wB97M-V/def2-TZVPD" gap_ev=9.33 e_homo_ev=-9.63
C -1.19125 1.90433 3.24194
C -0.17612 0.76271 3.32330
N 0.88529 1.20326 4.21127
O 1.76487 0.11481 4.54092
C 1.30026 -0.66302 5.52157
O 1.55316 -1.84241 5.56095
O 0.52940 -0.07621 6.49140
P 1.00700 1.23988 7.28901
O 0.52916 2.54404 6.82688
O 0.49585 0.83657 8.72409
O 2.58160 1.10955 7.40359
H -0.92795 2.59164 2.44215
H -2.19080 1.51952 3.07744
H -1.17121 2.46302 4.17291
H -0.67622 -0.11594 3.71697
H 0.17495 0.54893 2.31576
H 1.46839 1.90320 3.77652
H 0.43533 1.66146 9.22265
H 3.00869 1.30555 6.56084
C -1.62128 -3.17273 5.62098
Br -2.28938 -2.29529 7.19273
Br -1.81485 -5.08200 5.72583
Br -2.43705 -2.47291 4.02056
H -0.56209 -2.95952 5.55939
C -2.30816 0.22026 -0.12591
Br -2.96942 0.51078 -1.90065
Br -3.20406 -1.22035 0.76761
Br -0.41018 -0.04911 -0.16239
H -2.49256 1.11571 0.45006
C 2.27908 -3.07136 1.55165
Br 2.66211 -1.24127 1.13571
Br 0.62224 -3.22369 2.50953
Br 2.33010 -4.16520 -0.02372
H 3.06411 -3.41583 2.21308
C -3.72520 -5.20383 -1.27559
Br -2.57875 -4.74186 0.19271
Br -5.52838 -4.60073 -0.97720
Br -3.03551 -4.54590 -2.94493
H -3.75009 -6.28273 -1.33839
C 4.45621 1.24332 -1.49422
Br 3.51425 2.04374 -0.01941
Br 5.81603 0.03184 -0.88726
Br 3.22287 0.39150 -2.69934
H 4.94304 2.04120 -2.03360
C -4.01028 4.68368 2.18135
Br -2.26769 5.48290 2.31264
Br -4.02198 3.24071 0.91131
Br -4.65760 4.11254 3.89395
H -4.68502 5.44063 1.81156
C -6.95365 1.22983 -3.46111
Br -6.03895 2.23564 -2.10349
Br -7.14554 -0.60992 -2.93882
Br -8.64088 2.02838 -3.91914
H -6.34187 1.25002 -4.35066
C 8.34738 -3.36354 0.86993
Br 6.44958 -3.20482 1.07903
Br 8.79772 -4.41281 -0.67745
Br 9.18903 -1.63405 0.82703
H 8.72648 -3.88324 1.73727
C -11.06689 3.17114 0.16655
Br -11.79638 3.49493 -1.58323
Br -11.99918 1.75566 1.07046
Br -9.17560 2.84227 0.09415
H -11.21272 4.07050 0.74408
C 3.76613 -5.35408 -4.01021
Br 3.66245 -3.43812 -3.87740
Br 2.23052 -6.20157 -3.22089
Br 4.01647 -5.91165 -5.83294
H 4.63527 -5.67293 -3.45552
C -2.99031 5.60111 -3.89924
Br -4.20776 6.57786 -2.77384
Br -1.81150 4.48547 -2.87542
Br -3.91887 4.59868 -5.25273
H -2.37652 6.32733 -4.40938
C 5.44025 0.26962 -7.27844
Br 5.40273 -0.17196 -9.14812
Br 4.23038 1.71376 -6.87892
Br 5.08699 -1.26724 -6.18048
H 6.43755 0.61213 -7.04979
C 10.70119 -6.39064 -3.87647
Br 11.36029 -7.17227 -5.50281
Br 10.68909 -4.47166 -3.96260
Br 8.96813 -7.08157 -3.40806
H 11.38017 -6.67208 -3.08649
C 3.38086 4.91423 -4.79954
Br 3.29884 5.00934 -6.71816
Br 3.91635 6.58996 -4.03107
Br 1.73529 4.26071 -4.05739
H 4.14931 4.19856 -4.54985
C 7.82398 7.09817 -6.38867
Br 8.71594 7.98214 -4.93422
Br 7.36518 5.28424 -5.93897
Br 6.29746 8.09493 -6.99538
H 8.52039 7.05129 -7.21118
C -9.54519 -2.35795 0.25180
Br -11.46335 -2.25185 0.26204
Br -8.91721 -3.45856 -1.20249
Br -8.72999 -0.61982 0.23127
H -9.24773 -2.84678 1.16651
C -5.19372 -8.54181 0.73822
Br -5.93187 -8.28681 -1.01736
Br -6.03806 -9.99917 1.66114
Br -3.28362 -8.74835 0.66604
H -5.39504 -7.64261 1.30154
C 5.12626 -2.86421 5.01694
Br 3.65735 -4.09579 5.11144
Br 6.79320 -3.78496 4.70725
Br 4.79157 -1.48696 3.71340
H 5.20826 -2.37722 5.97646
C -0.96417 1.03188 -5.96551
Br -2.74700 0.36922 -5.65685
Br -0.95396 2.75976 -6.81286
Br 0.07499 0.99434 -4.34602
H -0.49603 0.34860 -6.65689
C -3.92145 7.34216 6.94007
Br -5.58238 6.57569 7.53224
Br -2.46237 6.10759 7.13949
Br -4.04800 7.98118 5.13323
H -3.71618 8.19329 7.57025

No. 6
9
Properties=species:S:1:pos:R:3 method="wB97M-V/def2-TZVPD" gap_ev="8.63 / 8.63" e_homo_ev="-11.58 / -11.58"
C -0.56444 0.27083 -0.15051
N 0.06259 0.21095 1.21626
N 0.31301 -0.22519 -1.24810
O 0.77099 -0.74329 1.35812
O 1.43732 0.16880 -1.22647
O -0.22998 1.04896 2.00291
O -0.20386 -0.98112 -2.01470
Cl -0.69881 2.54042 -0.41994
Br -2.28705 -0.37229 -0.21385

Number 1: maximum force 0.0169 hartree/bohr. Number 2: maximum force 0.1428 hartree/bohr. Number 3: maximum force 0.2196 hartree/bohr. Number 4: maximum force 0.0235 hartree/bohr. Number 5: maximum force 0.0326 hartree/bohr. Number 6: maximum force 0.0804 hartree/bohr.